Model i:
A cluster of 11 separate species, C27H79N5O11 in total, computed with ωB97M-V with the def2-TZVPD basis set.

ORCA input file:
```
! wB97M-V def2-TZVPD RIJCOSX def2/J DEFGRID3
* xyz 0 1
C 9.99 9.66 15.45
O 9.83 8.85 16.63
C 10.34 7.51 16.53
C 10.22 6.81 17.92
C 11.19 7.34 18.97
N 10.41 5.31 17.92
H 9.56 10.59 15.77
H 9.60 9.11 14.59
H 11.07 9.88 15.21
H 9.82 7.14 15.66
H 11.40 7.62 16.16
H 9.20 7.00 18.22
H 10.72 7.44 19.97
H 11.58 8.33 18.81
H 12.05 6.67 19.09
H 9.84 4.81 17.22
H 11.37 5.14 17.58
C 17.22 11.83 12.00
O 15.86 11.87 11.53
C 15.47 10.54 11.30
C 13.95 10.57 11.05
C 13.21 9.42 11.70
N 13.73 10.57 9.58
H 17.61 12.76 12.29
H 17.84 11.43 11.16
H 17.31 11.13 12.80
H 15.95 9.97 10.46
H 15.63 10.03 12.32
H 13.66 11.48 11.49
H 13.12 9.64 12.74
H 13.60 8.37 11.52
H 12.18 9.36 11.39
H 12.72 10.48 9.37
H 14.03 11.37 9.04
C 17.84 11.42 17.41
O 17.19 12.42 16.66
C 17.19 13.67 17.35
C 16.44 14.79 16.49
C 17.41 15.45 15.50
N 15.97 15.84 17.41
H 18.82 11.64 17.75
H 17.85 10.62 16.68
H 17.27 11.11 18.31
H 16.64 13.57 18.30
H 18.11 14.22 17.55
H 15.73 14.35 15.81
H 18.19 16.04 16.03
H 16.87 16.15 14.84
H 17.94 14.75 14.85
H 15.76 16.68 16.93
H 15.00 15.57 17.71
N 7.95 13.49 11.95
C 9.19 13.93 12.30
N 10.21 13.11 12.10
O 9.35 15.05 12.79
H 7.76 12.52 11.87
H 7.28 14.19 11.75
H 11.13 13.20 12.62
H 10.02 12.23 11.67
C 8.80 16.56 16.81
C 8.77 15.39 15.87
O 10.13 15.06 15.47
H 9.66 16.47 17.47
H 7.90 16.67 17.46
H 9.05 17.50 16.26
H 8.16 15.67 15.03
H 8.29 14.54 16.51
H 10.14 15.12 14.49
C 18.50 16.36 11.83
C 17.03 16.33 11.41
O 16.44 15.10 11.80
H 18.59 16.07 12.93
H 18.93 17.34 11.65
H 19.00 15.57 11.33
H 16.95 16.48 10.36
H 16.54 17.20 11.83
H 15.84 14.73 11.12
C 14.00 16.22 13.67
C 13.44 16.83 14.97
O 12.96 15.89 15.89
H 14.65 16.93 13.15
H 13.12 15.93 13.01
H 14.70 15.38 13.87
H 12.70 17.63 14.76
H 14.20 17.33 15.52
H 12.03 15.67 15.74
C 10.92 12.47 18.52
C 11.92 12.53 17.44
O 11.18 12.48 16.18
H 11.34 12.71 19.44
H 10.55 11.44 18.56
H 10.12 13.19 18.28
H 12.56 11.63 17.44
H 12.60 13.37 17.49
H 10.77 13.39 16.02
C 6.94 9.19 14.25
C 7.20 10.62 13.78
O 6.61 10.83 12.52
H 7.45 8.90 15.19
H 7.33 8.53 13.45
H 5.90 9.05 14.35
H 8.23 10.90 13.68
H 6.72 11.20 14.54
H 5.64 10.80 12.55
C 14.57 11.52 14.68
C 13.92 12.74 14.16
O 12.56 12.42 13.73
H 14.61 10.67 13.97
H 14.13 11.18 15.62
H 15.61 11.74 15.03
H 14.37 13.09 13.28
H 13.83 13.58 14.83
H 12.06 12.53 14.52
C 12.93 14.15 9.79
C 14.18 14.02 8.94
O 15.37 13.78 9.62
H 12.08 14.55 9.22
H 13.01 14.59 10.74
H 12.55 13.18 10.05
H 14.26 14.90 8.41
H 14.08 13.23 8.23
H 15.35 12.94 10.16
*
```

- SMILES: COC[C@H](C)N.COC[C@H](C)N.COC[C@H](C)N.NC(N)=O.CCO.CCO.CCO.CCO.CCO.CCO.CCO
- HOMO level: -0.3415 Eh
- LUMO level: 0.43 eV
- HOMO-LUMO gap: 9.7 eV

These are the Mulliken partial charges, in e, on atoms 1 to 4: C -0.61; O -0.43; C -0.65; C 0.35

---

Model ii:
A cluster of 11 separate species, C27H79N5O11 in total, computed with ωB97M-V with the def2-TZVPD basis set.

ORCA input file:
```
! wB97M-V def2-TZVPD RIJCOSX def2/J DEFGRID3
* xyz 0 1
C 29.32 6.09 2.42
O 28.50 4.99 2.98
C 27.75 4.36 1.97
C 27.21 3.04 2.50
C 26.20 2.28 1.62
N 26.62 3.24 3.80
H 28.69 6.97 2.31
H 29.89 5.93 1.50
H 30.13 6.22 3.15
H 26.98 5.05 1.63
H 28.39 4.13 1.12
H 27.99 2.28 2.62
H 25.65 1.58 2.24
H 26.62 1.84 0.72
H 25.51 3.04 1.25
H 25.88 2.56 3.88
H 26.03 4.05 3.90
C 21.32 -6.73 -0.53
O 22.63 -6.34 -0.01
C 22.75 -6.35 1.45
C 24.16 -5.99 1.78
C 25.21 -7.00 1.32
N 24.37 -5.87 3.16
H 20.66 -5.90 -0.27
H 20.91 -7.66 -0.14
H 21.15 -6.76 -1.61
H 22.10 -5.49 1.66
H 22.29 -7.27 1.81
H 24.48 -5.06 1.31
H 25.14 -7.06 0.23
H 25.09 -7.99 1.76
H 26.26 -6.76 1.51
H 25.37 -5.85 3.29
H 24.19 -4.92 3.44
C 27.57 -0.22 4.71
O 26.18 -0.61 4.77
C 25.71 -1.26 3.60
C 24.36 -1.92 3.94
C 24.38 -2.93 5.16
N 23.90 -2.73 2.80
H 27.71 0.72 4.18
H 28.27 -0.93 4.27
H 27.92 0.00 5.72
H 25.73 -0.47 2.84
H 26.46 -1.94 3.20
H 23.69 -1.08 4.14
H 24.97 -3.84 5.04
H 23.40 -3.31 5.47
H 24.68 -2.44 6.09
H 24.24 -2.41 1.90
H 22.91 -2.57 2.80
N 22.38 2.12 1.76
C 22.54 0.84 1.74
N 23.59 0.61 1.00
O 21.97 0.10 2.49
H 21.72 2.44 2.46
H 23.07 2.82 1.52
H 24.01 1.40 0.54
H 24.04 -0.29 0.86
C 29.73 0.25 9.62
C 29.71 1.11 8.38
O 28.37 1.11 8.10
H 30.71 0.04 10.04
H 29.19 -0.70 9.60
H 29.26 0.72 10.48
H 30.26 0.57 7.61
H 30.20 2.07 8.48
H 28.01 0.68 8.88
C 20.25 -0.34 5.86
C 20.81 0.80 6.76
O 19.99 1.93 6.61
H 19.31 0.01 5.42
H 19.97 -1.15 6.54
H 20.96 -0.65 5.10
H 21.85 0.99 6.51
H 20.81 0.51 7.81
H 20.46 2.62 7.08
C 19.48 -2.86 0.50
C 20.84 -2.54 1.04
O 20.81 -2.51 2.48
H 18.63 -2.61 1.14
H 19.41 -3.89 0.14
H 19.23 -2.36 -0.44
H 21.31 -1.61 0.74
H 21.48 -3.37 0.73
H 21.10 -1.62 2.71
C 24.06 2.22 8.17
C 24.77 1.55 6.92
O 24.75 0.12 7.05
H 23.94 1.59 9.05
H 23.08 2.52 7.80
H 24.59 3.12 8.49
H 25.73 2.07 6.90
H 24.26 1.66 5.96
H 25.18 -0.34 6.32
C 28.12 -3.48 7.81
C 27.16 -4.27 6.86
O 27.75 -5.57 6.83
H 27.96 -2.40 7.79
H 29.16 -3.54 7.51
H 27.82 -3.89 8.77
H 27.10 -3.88 5.84
H 26.15 -4.43 7.23
H 27.23 -6.18 6.30
C 31.17 1.88 1.72
C 31.05 0.43 2.06
O 31.75 -0.27 1.09
H 30.77 2.19 0.75
H 32.17 2.31 1.75
H 30.68 2.46 2.50
H 30.02 0.07 2.13
H 31.48 0.09 3.00
H 32.66 -0.13 1.35
C 26.85 -2.86 0.53
C 26.03 -1.59 0.12
O 24.68 -1.85 0.15
H 27.11 -3.43 -0.36
H 26.41 -3.46 1.32
H 27.78 -2.51 0.98
H 26.27 -1.26 -0.89
H 26.11 -0.80 0.86
H 24.37 -1.63 -0.73
*
```

- SMILES: COC[C@H](C)N.COC[C@H](C)N.COC[C@H](C)N.NC(N)=O.CCO.CCO.CCO.CCO.CCO.CCO.CCO
- HOMO level: -0.3236 Eh
- LUMO level: 0.07 eV
- HOMO-LUMO gap: 8.9 eV

These are the Mulliken partial charges, in e, on atoms 1 to 4: C -0.84; O -0.33; C -0.84; C 1.22

---

Quick ranking, most stable first: model i, model ii.

---

Model i:
A structure of composition C21H23N3O3, computed with ωB97M-V with the def2-TZVPD basis set.

ORCA input file:
```
! wB97M-V def2-TZVPD RIJCOSX def2/J DEFGRID3
* xyz 0 1
O 0.80 -3.96 1.63
C 0.55 -2.82 1.75
N 1.02 -2.20 2.84
C 0.79 -0.88 2.95
O 1.34 -0.14 3.63
C -0.15 -0.58 1.95
N 0.21 0.73 1.35
C -0.71 1.01 0.18
C -0.18 2.05 -0.56
C -0.94 2.78 -1.58
C -2.37 2.22 -1.67
C -2.76 1.12 -0.98
C -1.88 0.71 -0.19
H -2.54 -0.09 0.61
H -3.74 0.81 -1.27
N -2.94 3.06 -2.68
C -4.32 2.84 -3.01
H -4.81 2.59 -1.93
C -4.80 1.49 -3.96
H -5.75 1.46 -3.99
O -4.02 1.71 -5.20
C -2.68 2.07 -4.81
C -2.49 3.22 -3.99
H -1.34 3.46 -3.82
H -2.98 3.87 -4.58
H -2.38 2.27 -6.08
H -2.05 1.23 -4.73
H -4.39 0.53 -3.46
H -4.80 3.67 -3.27
H -0.53 3.66 -2.08
H 0.72 2.43 -0.34
H 1.08 0.76 1.17
C -0.27 -1.90 1.09
H -1.10 -2.31 0.83
H 0.31 -1.71 0.09
H -1.40 -0.56 2.52
C 2.16 -2.93 3.68
C 3.53 -2.41 3.43
C 4.08 -3.56 2.42
C 5.33 -3.38 2.03
C 6.07 -2.00 2.17
C 5.55 -1.17 3.28
C 4.37 -1.46 3.61
H 3.98 -0.66 4.20
H 6.11 -0.49 3.30
H 7.00 -1.95 1.59
H 5.81 -3.95 1.09
H 3.56 -4.27 2.00
H 1.99 -2.43 4.74
H 1.97 -3.92 4.02
*
```

- HOMO level: -0.2924 Eh
- LUMO level: 0.42 eV
- HOMO-LUMO gap: 8.4 eV

These are the Mulliken partial charges, in e, on atoms 1 to 4: O -0.62; C 0.31; N 0.21; C -0.34

---

Model ii:
The molecule C21H23N3O3, computed with ωB97M-V with the def2-TZVPD basis set.

ORCA input file:
```
! wB97M-V def2-TZVPD RIJCOSX def2/J DEFGRID3
* xyz 0 1
C 4.19 -1.98 -1.25
C 3.05 -2.60 -0.46
C 1.88 -1.63 -0.25
C 2.27 -0.31 0.42
C 1.67 0.88 0.03
C 1.98 2.06 0.68
C 2.88 2.06 1.73
C 3.46 0.87 2.14
C 3.15 -0.31 1.49
N 1.13 -1.43 -1.47
C -0.20 -1.60 -1.30
O -1.08 -1.41 -2.10
N -0.38 -2.11 -0.01
C -1.68 -2.20 0.61
C -2.13 -0.75 0.87
O -1.49 -0.06 1.63
N -3.20 -0.29 0.19
C -3.95 -1.04 -0.79
C -3.50 1.12 0.41
C -2.48 2.04 -0.22
C -1.88 1.72 -1.43
C -0.95 2.58 -2.00
C -0.60 3.75 -1.36
C -1.19 4.07 -0.14
C -2.12 3.22 0.42
C 0.81 -2.22 0.67
O 0.96 -2.69 1.76
H 4.57 -1.10 -0.74
H 5.01 -2.70 -1.35
H 3.87 -1.70 -2.25
H 3.39 -2.94 0.51
H 2.66 -3.47 -1.00
H 0.95 0.90 -0.78
H 1.50 2.98 0.36
H 3.12 2.99 2.24
H 4.14 0.86 2.97
H 3.58 -1.23 1.84
H 1.51 -0.96 -2.28
H -1.54 -2.70 1.57
H -2.35 -2.77 -0.03
H -4.48 -1.87 -0.32
H -4.68 -0.38 -1.25
H -3.29 -1.42 -1.57
H -4.49 1.33 0.00
H -3.52 1.31 1.49
H -2.13 0.80 -1.94
H -0.49 2.32 -2.94
H 0.13 4.42 -1.80
H -0.92 4.99 0.37
H -2.57 3.46 1.37
*
```

- SMILES: CC[C@@]1(c2ccccc2)NC(=O)N(CC(=O)N(C)Cc2ccccc2)C1=O
- HOMO level: -0.3319 Eh
- LUMO level: 0.77 eV
- HOMO-LUMO gap: 9.8 eV

These are the Mulliken partial charges, in e, on atoms 1 to 4: C -1.25; C -0.88; C 1.71; C -0.14

---

Quick ranking, most stable first: model ii, model i.

---

Model i:
The ion CNO3S2 with charge -1, computed with ωB97M-V with the def2-TZVPD basis set.

ORCA input file:
```
! wB97M-V def2-TZVPD RIJCOSX def2/J DEFGRID3
* xyz -1 1
N 2.14 -0.70 -0.19
C 1.22 -0.10 0.16
O 0.18 0.39 0.95
S -1.21 0.10 -0.10
O -0.74 0.51 -1.39
O -2.20 0.94 0.45
S -1.41 -1.80 0.03
*
```

- SMILES: N#COS(=O)(=O)[S-]
- HOMO level: -0.1782 Eh
- LUMO level: 3.61 eV
- HOMO-LUMO gap: 8.5 eV

These are the Mulliken partial charges, in e, on atoms 1 to 4: N -0.47; C 0.50; O -0.33; S 0.88

---

Model ii:
A cluster of 2 separate species, CNO3S2 in total, computed with ωB97M-V with the def2-TZVPD basis set.

ORCA input file:
```
! wB97M-V def2-TZVPD RIJCOSX def2/J DEFGRID3
* xyz -1 1
C 2.36 0.63 0.10
N 3.28 0.21 0.69
O -1.45 -1.47 1.08
O -2.20 -1.16 -1.19
O 1.48 0.95 -0.62
S -1.97 1.37 0.01
S -1.51 -0.53 -0.07
*
```

- HOMO level (spin up / spin down): -0.1500 / -0.1495 Eh
- LUMO level (spin up / spin down): 0.18 / 0.18 eV
- HOMO-LUMO gap (spin up / spin down): 4.3 / 4.2 eV

These are the Mulliken partial charges, in e, on atoms 1 to 4: C 0.40; N -0.64; O -0.44; O -0.45

---

Quick ranking, most stable first: model i, model ii.

---

Model i:
A cluster of 9 separate species, C9H36O9 in total, computed with ωB97M-V with the def2-TZVPD basis set.

ORCA input file:
```
! wB97M-V def2-TZVPD RIJCOSX def2/J DEFGRID3
* xyz 0 1
C 3.25 0.98 5.35
C 3.06 0.46 3.95
C 2.05 1.18 3.03
O 4.29 0.42 3.25
H 4.05 0.45 5.85
H 2.30 0.83 5.86
H 3.41 2.06 5.40
H 2.79 -0.57 4.17
H 1.04 0.83 3.27
H 2.21 0.94 1.98
H 2.15 2.26 3.12
H 4.94 0.26 3.94
C -1.86 1.01 -5.09
C -1.03 1.00 -3.77
C 0.05 -0.06 -3.84
O -0.47 2.28 -3.59
H -1.30 1.19 -6.01
H -2.60 1.80 -5.00
H -2.36 0.04 -5.14
H -1.67 0.75 -2.92
H 0.73 0.06 -4.69
H -0.31 -1.09 -3.84
H 0.72 -0.02 -2.98
H -0.14 2.65 -4.40
C -0.01 2.98 -0.50
O 0.60 1.82 -1.10
H 0.64 3.33 0.30
H -0.08 3.74 -1.28
H -0.97 2.71 -0.05
H 0.54 1.89 -2.06
C -2.46 0.65 1.56
O -1.26 0.12 2.16
H -2.24 0.56 0.49
H -3.39 0.15 1.80
H -2.65 1.65 1.94
H -1.43 0.03 3.10
C -3.13 -1.53 -1.49
O -2.66 -2.90 -1.48
H -3.79 -1.33 -0.65
H -2.30 -0.88 -1.24
H -3.76 -1.21 -2.33
H -3.42 -3.41 -1.76
O 0.59 -0.82 0.12
H 0.75 0.09 -0.13
H -0.19 -0.79 0.67
O 1.46 -3.50 1.40
H 1.55 -3.74 2.32
H 0.64 -3.00 1.36
O -1.12 -3.21 0.71
H -1.78 -3.44 1.37
H -1.62 -2.81 0.00
O 2.22 -2.61 -0.90
H 1.98 -1.82 -0.43
H 1.98 -2.43 -1.81
*
```

- SMILES: CC(C)O.CC(C)O.CO.CO.CO.O.O.O.O
- HOMO level: -0.3371 Eh
- LUMO level: 0.31 eV
- HOMO-LUMO gap: 9.5 eV

These are the Mulliken partial charges, in e, on atoms 1 to 4: C -1.54; C 0.61; C -0.78; O -0.55

---

Model ii:
A cluster of 9 separate species, C9H36O9 in total, computed with ωB97M-V with the def2-TZVPD basis set.

ORCA input file:
```
! wB97M-V def2-TZVPD RIJCOSX def2/J DEFGRID3
* xyz 0 1
C 0.60 4.16 -3.34
C 0.54 2.70 -3.66
C 1.82 1.93 -3.32
O -0.54 2.18 -2.88
H 0.79 4.36 -2.29
H -0.22 4.68 -3.84
H 1.45 4.64 -3.85
H 0.33 2.51 -4.72
H 2.71 2.17 -3.91
H 1.67 0.85 -3.33
H 2.13 2.17 -2.29
H -0.74 1.26 -3.09
C -0.70 -3.81 1.43
C -1.07 -4.64 2.65
C -0.62 -6.09 2.52
O -0.47 -4.03 3.79
H -1.03 -2.78 1.41
H -0.95 -4.35 0.51
H 0.39 -3.74 1.44
H -2.17 -4.68 2.70
H -1.19 -6.65 1.77
H -0.86 -6.66 3.43
H 0.45 -6.21 2.42
H -0.98 -4.33 4.56
C -0.73 0.05 -0.19
C 0.12 0.09 1.08
C 1.63 -0.03 0.83
O -0.11 1.36 1.71
H -0.44 0.84 -0.88
H -1.81 -0.02 -0.06
H -0.54 -0.90 -0.72
H -0.17 -0.73 1.74
H 1.98 0.61 0.02
H 2.02 -1.05 0.76
H 2.11 0.38 1.73
H 0.31 2.06 1.21
O -0.32 -1.89 -3.31
H -1.16 -2.36 -3.34
H -0.58 -0.96 -3.37
O -0.74 3.73 -0.02
H -1.24 2.93 0.16
H -0.49 3.68 -0.95
O -2.27 1.41 3.68
H -2.76 0.60 3.87
H -1.58 1.15 3.05
O 0.26 3.06 4.28
H -0.55 2.55 4.47
H 0.71 2.53 3.61
O -2.65 0.40 -3.15
H -3.45 0.06 -3.56
H -2.94 1.12 -2.58
O 5.01 1.16 0.82
H 4.30 1.77 1.03
H 4.74 0.75 -0.01
*
```

- SMILES: CC(C)O.CC(C)O.CC(C)O.O.O.O.O.O.O
- HOMO level: -0.3843 Eh
- LUMO level: -0.08 eV
- HOMO-LUMO gap: 10.4 eV

These are the Mulliken partial charges, in e, on atoms 1 to 4: C -1.56; C 0.65; C -1.18; O -0.43

---

Quick ranking, most stable first: model ii, model i.